Formula: C5H6F3N2
Source: the Open Molecules 2025 dataset
Level of theory: ωB97M-V/def2-TZVPD

Geometry as XYZ:
```
16
Properties=species:S:1:pos:R:3:mulliken_charge:R:1
H 2.346 -1.204 1.038 0.3261
N 1.640 -1.639 0.457 -0.8695
N 0.633 -1.002 0.143 0.8412
C -0.473 -1.623 -0.405 -0.1526
C -1.601 -0.857 -0.322 -0.5448
C -1.280 0.403 0.461 0.2140
F -1.784 1.645 0.028 -0.2604
C 0.275 0.386 0.433 0.5658
F 0.834 0.678 1.626 -0.3304
C 0.785 1.373 -0.628 -0.4623
F 1.995 0.863 -1.010 -0.2804
H -0.417 -2.616 -0.776 0.5205
H -2.566 -0.870 -0.757 0.4609
H -1.475 0.467 1.555 0.3270
H 0.877 2.481 -0.265 0.3523
H 0.213 1.515 -1.578 0.2926
```

Summary:
HOMO (alpha / beta)	-15.93 / -15.93	eV
SMILES	[H]/N=[N+]1/C=C[C@H](F)[C@]1(F)CF
LUMO level (alpha / beta)	-6.8 / -6.8	eV
orbital gap (alpha / beta)	9.15 / 9.16	eV
total energy	-602.8509	Ha
strongest force on any atom	3.35	eV Å⁻¹
total charge	+1
energy relative to the best compared isomer or geometry (same formula, charge and spin)	229.31	kJ/mol